[1]
{
  "formula": "C44H77F9NO23P2S5",
  "method": "ωB97M-V/def2-TZVPD",
  "lumo_ev": -2.643,
  "spin_multiplicity": 1,
  "homo_ev": -10.9,
  "charge": 1,
  "species": ["C", "C", "C", "C", "O", "C", "C", "F", "F", "C", "F", "F", "C", "F", "F", "C", "F", "F", "F", "O", "C", "C", "C", "O", "O", "C", "C", "O", "C", "C", "C", "O", "C", "C", "C", "C", "O", "N", "C", "C", "C", "P", "O", "O", "O", "P", "O", "O", "O", "H", "H", "H", "H", "H", "H", "H", "H", "H", "H", "H", "H", "H", "H", "H", "H", "H", "H", "H", "H", "H", "H", "H", "H", "H", "H", "H", "H", "H", "H", "H", "H", "H", "H", "H", "H", "H", "C", "C", "C", "S", "O", "O", "C", "H", "H", "H", "H", "H", "H", "H", "H", "C", "C", "C", "S", "O", "O", "C", "H", "H", "H", "H", "H", "H", "H", "H", "C", "C", "C", "S", "O", "O", "C", "H", "H", "H", "H", "H", "H", "H", "H", "C", "C", "C", "S", "O", "O", "C", "H", "H", "H", "H", "H", "H", "H", "H", "C", "C", "C", "S", "O", "O", "C", "H", "H", "H", "H", "H", "H", "H", "H"],
  "positions_angstrom": [[2.37806, -4.05959, 1.10971], [3.40950, -2.88509, 1.32012], [2.81288, -1.81496, 2.29884], [3.23989, -0.34282, 2.03160], [2.53824, 0.56898, 1.23446], [1.31953, 0.62848, 0.63253], [1.35989, -0.42122, -0.55226], [2.70271, -0.60538, -0.83228], [1.00349, -1.62090, 0.02486], [0.79425, -0.54323, -2.00893], [1.31602, -1.79757, -2.37539], [1.52035, 0.21192, -2.86706], [-0.69877, -0.74632, -2.44562], [-1.23443, 0.32191, -3.12024], [-0.70109, -1.63470, -3.50868], [-1.68055, -1.49239, -1.45100], [-2.95075, -1.49968, -1.93117], [-1.30766, -2.79608, -1.46088], [-1.70820, -1.10472, -0.18502], [0.17149, 0.35589, 1.44134], [0.11954, 0.97890, 2.73167], [-1.39799, 1.17357, 3.12427], [-2.32172, 1.69094, 2.01667], [-3.02174, 0.94603, 1.39826], [-2.48736, 3.09560, 1.73341], [-3.21757, 3.65767, 2.83803], [-4.43183, 2.94115, 3.44002], [-2.82368, 4.71724, 3.22783], [0.55480, -0.02875, 3.87218], [-0.01802, 0.27708, 5.28543], [0.79208, -0.59886, 6.32524], [0.14441, 1.63193, 5.70249], [0.83943, 2.39492, 2.82799], [2.19133, 2.49479, 3.55192], [2.26717, 3.77901, 4.53689], [3.59744, 3.85186, 5.36712], [2.23598, 3.49236, 5.92802], [0.72818, 3.00700, 1.45106], [1.21006, 4.41468, 1.52241], [1.20890, 2.20551, 0.26041], [2.62265, 2.64071, -0.24777], [2.95245, 4.07088, -1.35621], [3.58353, 3.59629, -2.59038], [4.11548, 4.98730, -0.61106], [1.76830, 5.10331, -1.78526], [-0.12824, 2.55704, -1.01913], [0.34231, 2.59256, -2.39413], [-0.78129, 4.07645, -0.80386], [-1.43957, 1.64082, -0.75869], [2.42113, -4.46168, 0.07647], [1.33060, -3.73941, 1.26549], [2.56644, -4.87464, 1.83625], [4.26365, -3.36311, 1.84907], [3.80213, -2.48608, 0.37082], [3.15466, -2.09766, 3.31187], [1.71391, -1.95896, 2.33539], [3.44711, 0.08340, 3.04034], [4.27741, -0.44397, 1.63137], [-1.81563, 0.18565, 3.38973], [-1.50625, 1.89684, 3.96004], [-5.20541, 2.83149, 2.65807], [-4.83547, 3.58565, 4.23653], [-4.19132, 1.96032, 3.89342], [1.63619, -0.12578, 4.03501], [0.15992, -1.01710, 3.56028], [-1.07032, -0.06146, 5.42440], [1.83261, -0.21428, 6.26639], [0.71083, -1.69392, 6.12628], [0.41655, -0.29069, 7.32164], [-0.49335, 1.80643, 6.40805], [0.13417, 3.00350, 3.43534], [3.05975, 2.68947, 2.88495], [2.49252, 1.71824, 4.26376], [1.84683, 4.75063, 4.17453], [3.94079, 4.81465, 5.75736], [4.08524, 2.88470, 5.56012], [-0.29760, 3.09239, 1.36708], [0.65256, 4.88376, 2.35810], [0.97800, 5.03435, 0.63942], [2.29952, 4.50998, 1.68787], [3.21594, 2.84296, 0.67329], [3.17239, 1.81508, -0.74186], [3.65225, 5.68411, -0.10943], [2.06666, 6.01990, -1.66501], [-1.52668, 4.03883, -0.17511], [-2.21486, 2.03701, -1.19608], [4.33331, -3.91848, 8.20238], [5.04011, -4.44058, 6.94711], [3.95372, -4.81960, 5.93323], [2.54603, -3.76767, 6.29327], [1.46308, -4.59650, 6.75031], [2.37768, -2.80910, 5.22500], [3.26637, -2.94661, 7.70814], [5.02846, -3.43299, 8.88661], [3.86307, -4.75060, 8.73195], [5.67347, -3.65264, 6.53137], [5.68245, -5.29178, 7.17049], [4.27907, -4.64610, 4.90909], [3.63765, -5.85503, 6.05180], [2.49619, -2.74061, 8.44908], [3.71217, -2.01384, 7.35970], [-4.52223, 0.59017, -4.38904], [-3.93710, 0.13647, -5.73249], [-5.11200, -0.20553, -6.65600], [-6.48862, 0.80749, -6.11481], [-7.51969, -0.05559, -5.59763], [-6.75959, 1.81330, -7.11118], [-5.64040, 1.56893, -4.73915], [-3.76592, 1.04706, -3.75053], [-4.93411, -0.27173, -3.85727], [-3.35177, 0.95065, -6.16655], [-3.27078, -0.71817, -5.61434], [-4.88704, 0.02120, -7.69630], [-5.40650, -1.24978, -6.55862], [-6.33892, 1.73395, -3.92101], [-5.23537, 2.52024, -5.08609], [8.80231, 2.83544, 1.87507], [8.88158, 2.52489, 0.37636], [7.45363, 2.25932, -0.11424], [6.37001, 3.19878, 0.96223], [5.54844, 2.27166, 1.72388], [5.78013, 4.29184, 0.22005], [7.65818, 3.83087, 2.03119], [9.73962, 3.24099, 2.25475], [8.58046, 1.92041, 2.43064], [9.29789, 3.38543, -0.15228], [9.53018, 1.67294, 0.17504], [7.30942, 2.58953, -1.14128], [7.18890, 1.20622, -0.02250], [7.28825, 3.90535, 3.05249], [7.94065, 4.81656, 1.66078], [-9.81387, 0.88062, -9.85716], [-8.41724, 0.55478, -9.31579], [-7.65382, -0.17399, -10.42788], [-8.34595, 0.40776, -11.97769], [-9.00245, -0.69581, -12.63151], [-7.37460, 1.22785, -12.65636], [-9.59373, 1.46127, -11.25014], [-10.34448, 1.58024, -9.21154], [-10.40777, -0.03495, -9.92373], [-7.90151, 1.47893, -9.06187], [-8.46657, -0.05058, -8.41068], [-6.58953, 0.05313, -10.40304], [-7.80411, -1.25199, -10.37716], [-10.48958, 1.45197, -11.86774], [-9.18506, 2.47070, -11.19561], [-1.63159, -6.34870, -2.69635], [-2.77330, -7.35772, -2.52584], [-2.50716, -8.13877, -1.23390], [-1.57012, -7.03988, -0.16851], [-0.25327, -7.59413, 0.02123], [-2.39420, -6.63290, 0.94192], [-1.45478, -5.68935, -1.33323], [-1.85292, -5.61371, -3.47043], [-0.71519, -6.87259, -2.97981], [-3.72241, -6.82225, -2.44315], [-2.85019, -8.02847, -3.38140], [-3.43135, -8.42056, -0.73379], [-1.90072, -9.02439, -1.41880], [-0.49736, -5.18521, -1.21995], [-2.27038, -4.99920, -1.12178]],
  "lowdin_charge": [-0.097, -0.221, -0.178, -0.154, -0.050, -0.303, -0.224, 0.118, 0.117, -0.259, 0.094, 0.151, -0.253, 0.108, 0.109, -0.492, 0.162, 0.142, 0.181, 0.026, -0.280, 0.000, -0.422, 0.170, 0.011, -0.439, 0.042, 0.149, -0.050, -0.394, -0.033, -0.036, -0.126, -0.052, -0.254, -0.002, -0.108, -0.031, 0.016, -0.216, -0.120, 0.500, -0.246, -0.201, -0.134, 0.581, -0.189, -0.121, -0.109, 0.076, 0.059, 0.075, 0.101, 0.096, 0.088, 0.090, 0.114, 0.141, 0.153, 0.135, 0.112, 0.105, 0.100, 0.093, 0.154, 0.145, 0.088, 0.073, 0.091, 0.118, 0.155, 0.111, 0.115, 0.135, 0.107, 0.117, 0.128, 0.125, 0.099, 0.114, 0.083, 0.130, 0.081, 0.094, 0.067, 0.124, -0.215, -0.210, -0.210, 0.667, -0.297, -0.361, -0.233, 0.119, 0.124, 0.117, 0.118, 0.099, 0.111, 0.111, 0.105, -0.228, -0.208, -0.214, 0.664, -0.313, -0.323, -0.229, 0.096, 0.118, 0.122, 0.113, 0.104, 0.108, 0.108, 0.109, -0.218, -0.206, -0.207, 0.706, -0.338, -0.338, -0.227, 0.120, 0.119, 0.121, 0.119, 0.112, 0.106, 0.105, 0.112, -0.215, -0.228, -0.219, 0.662, -0.320, -0.327, -0.232, 0.117, 0.119, 0.092, 0.104, 0.098, 0.104, 0.108, 0.108, -0.215, -0.213, -0.219, 0.661, -0.320, -0.326, -0.250, 0.115, 0.122, 0.117, 0.115, 0.104, 0.106, 0.097, 0.096]
}



[2]
{
  "formula": "C2H11N2O2",
  "method": "ωB97M-V/def2-TZVPD",
  "relative_energy_kj_mol": 64.03,
  "lumo_ev": -3.231,
  "spin_multiplicity": 1,
  "homo_ev": -14.9,
  "charge": 1,
  "species": ["C", "N", "C", "N", "H", "H", "H", "H", "H", "H", "H", "H", "H", "O", "H", "H", "O"],
  "positions_angstrom": [[0.00732, -1.11511, 1.26773], [0.98229, -0.50988, 0.29568], [2.09205, -1.02736, -0.12493], [2.54709, -0.82310, -1.35988], [-0.56819, -1.87006, 0.75508], [0.64436, -1.50540, 2.06196], [-0.51968, -0.25696, 1.65968], [0.53784, 0.18400, -0.33959], [2.58765, -1.70701, 0.56508], [1.99652, -0.14542, -1.87254], [3.48191, -1.00684, -1.66233], [-4.12928, 2.27352, 0.72248], [-2.74529, 2.10302, 1.25780], [-3.25610, 1.94373, 0.45321], [-0.89250, 1.59344, -1.74402], [-1.86710, 0.92750, -0.90704], [-0.89889, 0.94191, -1.02836]],
  "lowdin_charge": [0.017, 0.004, -0.145, 0.193, 0.100, 0.096, 0.089, 0.099, 0.165, 0.132, 0.129, 0.062, 0.047, -0.059, 0.076, 0.050, -0.057]
}



[3]
{
  "formula": "C4H14N3P",
  "method": "ωB97M-V/def2-TZVPD",
  "relative_energy_kj_mol": 72.69,
  "lumo_ev": 0.768,
  "spin_multiplicity": 1,
  "homo_ev": -8.0,
  "charge": 0,
  "species": ["C", "C", "C", "C", "N", "N", "N", "P", "H", "H", "H", "H", "H", "H", "H", "H", "H", "H", "H", "H", "H", "H"],
  "positions_angstrom": [[2.66868, 1.54158, -0.99949], [-0.02772, 1.64524, 0.11295], [-3.12831, -0.62012, -1.10488], [2.05717, 0.60699, -0.03212], [0.91002, -2.25440, 1.70172], [-1.33052, -1.34742, 1.74251], [0.62870, 0.56715, 0.27195], [-0.06760, -1.64096, 0.66693], [3.82843, 1.23678, -1.08062], [2.15145, 1.49792, -1.90871], [2.59863, 2.59955, -0.72640], [0.28400, 2.56055, -0.36799], [-3.03243, -0.71670, -2.19084], [-1.10685, 1.62903, 0.29251], [-3.94553, -1.25649, -0.70552], [-2.22655, -1.00352, -0.59037], [-3.26488, 0.44375, -0.87052], [2.14142, -0.42167, -0.27658], [2.63384, 0.63059, 0.87508], [1.73047, -2.64814, 1.29520], [-2.23797, -1.06212, 1.42250], [-1.26444, -1.98760, 2.47268]],
  "lowdin_charge": [-0.107, -0.009, -0.064, -0.337, -0.319, -0.199, -0.142, 0.690, 0.137, 0.050, 0.067, 0.075, 0.022, 0.067, 0.032, -0.072, 0.016, 0.061, 0.116, -0.076, -0.001, -0.010]
}



[4]
{
  "formula": "C6H10N2",
  "method": "ωB97M-V/def2-TZVPD",
  "relative_energy_kj_mol": 12.99,
  "lumo_ev": 0.872,
  "smiles": "CCCc1cnc[nH]1",
  "spin_multiplicity": 1,
  "homo_ev": -8.5,
  "charge": 0,
  "species": ["C", "C", "C", "C", "C", "N", "C", "N", "H", "H", "H", "H", "H", "H", "H", "H", "H", "H"],
  "positions_angstrom": [[-1.01539, 3.19871, -0.80712], [-0.49208, 1.75703, -0.85360], [-0.86506, 0.87451, 0.32838], [-0.10108, -0.43616, 0.26763], [-0.24105, -1.55787, -0.49494], [0.68257, -2.51846, -0.15941], [1.39842, -1.99128, 0.78992], [0.97698, -0.71892, 1.08846], [-2.07343, 3.27593, -1.04560], [-0.38317, 3.80541, -1.45762], [-0.86890, 3.66614, 0.16998], [0.58690, 1.78128, -1.00061], [-0.88629, 1.30673, -1.76582], [-0.69082, 1.25965, 1.33336], [-1.90291, 0.53887, 0.27399], [-0.92420, -1.78767, -1.29650], [2.16858, -2.41098, 1.41419], [1.29053, -0.04198, 1.75114]],
  "lowdin_charge": [-0.113, -0.258, -0.149, -0.273, -0.127, 0.045, -0.214, 0.087, 0.069, 0.067, 0.067, 0.108, 0.110, 0.111, 0.118, 0.102, 0.109, 0.141]
}



[5]
{
  "formula": "C4H13N2O",
  "method": "ωB97M-V/def2-TZVPD",
  "relative_energy_kj_mol": 780.89,
  "lumo_ev": [-12.162, -13.236],
  "spin_multiplicity": 2,
  "homo_ev": [-16.4, -16.4],
  "charge": 2,
  "species": ["C", "C", "C", "C", "N", "N", "H", "H", "H", "H", "H", "H", "H", "H", "H", "H", "H", "H", "H", "O"],
  "positions_angstrom": [[0.31788, 0.50852, 2.61067], [-0.83537, 1.03677, 1.66020], [-0.49797, 1.09299, 0.14135], [-0.42476, 0.01769, -0.57333], [1.09467, -1.93484, -3.13253], [1.45210, 1.38372, 2.49044], [0.46156, -0.50269, 2.24741], [-0.11830, 0.47701, 3.61783], [-1.12443, 2.03646, 1.99791], [-1.73033, 0.40670, 1.78648], [-0.14545, 2.06561, -0.22947], [0.45289, -0.22833, -1.20912], [0.84538, -1.08778, -3.62348], [0.80096, -2.78801, -3.58825], [2.10706, -1.96273, -3.08316], [1.61027, 2.09732, 3.21615], [2.36037, 0.92307, 2.33119], [-1.60722, -0.93811, -1.77612], [-2.96082, -1.12682, -2.48186], [-2.05851, -1.47656, -2.40231]],
  "lowdin_charge": [-0.111, -0.077, -0.001, 0.362, 0.071, 0.349, 0.145, 0.175, 0.136, 0.153, 0.187, 0.139, 0.028, 0.051, 0.035, 0.189, 0.185, -0.088, 0.078, -0.007]
}



no.,F_max (Eh/bohr)
1,0.1152
2,0.0493
3,0.0624
4,0.0360
5,0.0683